The following is a quantum chemistry calculation of 7 unconnected molecules or ions with the total composition C54H72N11O5 in a non-equilibrium geometry, from OMol25.

Each line ends with the Löwdin charge.
Geometry (Å):
1 N -0.0497 0.1857 -0.7803  -0.57
2 O -1.1486 0.6799 -1.1686  -0.09
3 O 0.9925 0.8886 -0.8594  -0.06
4 O 0.0083 -0.9583 -0.2591  -0.06
5 C 4.7182 -1.0970 -1.8722  0.04
6 C 4.6140 0.3637 -2.1897  -0.39
7 O 4.2233 0.8168 -3.2118  0.19
8 N 5.3346 1.2358 -1.1648  0.10
9 H 5.6410 0.6650 -0.3730  0.17
10 H 6.2662 1.5246 -1.4903  0.21
11 C 4.4887 2.3370 -0.4829  0.05
12 H 3.8007 -1.3313 -1.3230  0.09
13 H 5.6789 -1.3749 -1.4397  0.11
14 H 4.6226 -1.7104 -2.7685  0.11
15 H 4.2549 3.0584 -1.2619  0.10
16 H 5.0950 2.7544 0.3154  0.11
17 H 3.5606 1.8699 -0.1601  0.08
18 C 0.6877 0.9526 -4.3494  0.03
19 C -0.0355 1.3717 -5.6296  -0.37
20 O -1.0103 2.0442 -5.5958  0.17
21 N 0.6449 0.9909 -6.9316  0.10
22 H 1.4088 1.6620 -7.0563  0.20
23 H 1.0272 0.0629 -6.7518  0.18
24 C -0.2425 1.0360 -8.1761  0.08
25 H -0.0504 1.0342 -3.5540  0.06
26 H 1.4614 1.6755 -4.0817  0.10
27 H 1.1623 -0.0221 -4.4560  0.09
28 H -0.9523 0.2206 -8.0676  0.12
29 H 0.4117 0.9611 -9.0410  0.13
30 H -0.7585 1.9918 -8.1309  0.11
31 C -2.9354 4.2441 -4.2394  0.04
32 N -1.9533 4.6672 -3.2223  -0.07
33 C -1.3825 3.8011 -2.3521  0.02
34 C -0.3713 4.2832 -1.5105  0.05
35 C 0.1208 5.5878 -1.6657  -0.12
36 C -0.4935 6.4419 -2.5940  0.08
37 C -1.5461 5.9260 -3.3136  0.02
38 C 1.2300 6.2242 -0.8928  -0.14
39 C 1.1539 6.2690 0.5119  0.04
40 C 2.2154 6.8073 1.2177  0.03
41 N 3.2999 7.3494 0.5663  -0.06
42 C 3.3713 7.2942 -0.7705  0.05
43 C 2.3541 6.7364 -1.5258  0.06
44 C 4.3416 7.9636 1.4129  0.06
45 H -3.0570 3.1657 -4.2256  0.09
46 H -2.4890 4.5564 -5.1818  0.12
47 H -3.8777 4.7681 -4.0894  0.13
48 H -1.7801 2.7998 -2.2917  0.12
49 H 0.1456 3.5867 -0.8619  0.11
50 H -0.1502 7.4515 -2.7710  0.16
51 H -1.9584 6.6098 -4.0468  0.18
52 H 0.2620 5.9678 1.0413  0.13
53 H 2.0593 6.9419 2.2786  0.16
54 H 4.2795 7.7577 -1.1362  0.17
55 H 2.4923 6.6790 -2.5970  0.15
56 H 4.6835 7.3067 2.2089  0.12
57 H 3.9534 8.9060 1.7974  0.14
58 H 5.2107 8.1687 0.7888  0.12
59 C 2.7635 -11.4251 2.0583  0.05
60 N 2.7077 -9.9758 2.1411  -0.06
61 C 2.0782 -9.3422 3.1587  0.07
62 C 2.0772 -7.9431 3.2393  0.06
63 C 2.7170 -7.1700 2.2753  -0.14
64 C 3.1875 -7.8374 1.1497  0.05
65 C 3.1861 -9.2332 1.1234  0.05
66 C 2.6654 -5.6790 2.2961  -0.10
67 C 2.0903 -4.9371 1.2507  0.06
68 C 2.0493 -3.5576 1.3192  -0.01
69 N 2.4824 -2.8960 2.3929  -0.08
70 C 3.1116 -3.5836 3.3842  0.05
71 C 3.1291 -4.9630 3.3783  0.07
72 C 2.2763 -1.4218 2.4967  0.04
73 H 2.6103 -11.9228 3.0156  0.13
74 H 3.7342 -11.8006 1.7337  0.13
75 H 2.0025 -11.8099 1.3783  0.13
76 H 1.6448 -9.9890 3.9096  0.17
77 H 1.6280 -7.5440 4.1388  0.14
78 H 3.7829 -7.3443 0.3930  0.14
79 H 3.6249 -9.7819 0.3008  0.17
80 H 1.7064 -5.4050 0.3555  0.13
81 H 1.5630 -2.9606 0.5576  0.12
82 H 3.3981 -2.9579 4.2175  0.16
83 H 3.5451 -5.4045 4.2758  0.16
84 H 1.3432 -1.2122 3.0128  0.10
85 H 2.2831 -1.0738 1.4658  0.08
86 H 3.1377 -1.0178 3.0243  0.11
87 C -8.5047 1.4258 -2.0167  0.07
88 N -7.3368 0.5046 -2.0366  -0.06
89 C -7.2739 -0.4633 -1.1147  0.04
90 C -6.2412 -1.3818 -1.0705  0.04
91 C -5.1942 -1.2728 -1.9745  -0.14
92 C -5.3228 -0.2986 -2.9745  0.05
93 C -6.3880 0.6018 -2.9946  0.05
94 C -4.1023 -2.3132 -2.0615  -0.11
95 C -4.3204 -3.6672 -1.7888  0.07
96 C -3.2701 -4.5432 -1.9031  0.03
97 N -2.0088 -4.1530 -2.1935  -0.07
98 C -1.7517 -2.8533 -2.4209  0.02
99 C -2.7827 -1.9171 -2.2499  0.02
100 C -0.8950 -5.1335 -2.1528  0.06
101 H -9.1546 1.2117 -1.1710  0.12
102 H -9.0443 1.3788 -2.9605  0.13
103 H -8.1747 2.4463 -1.8183  0.12
104 H -8.1243 -0.5437 -0.4509  0.17
105 H -6.2184 -2.2191 -0.3863  0.14
106 H -4.5615 -0.1839 -3.7338  0.13
107 H -6.5707 1.3794 -3.7231  0.16
108 H -5.2934 -4.1145 -1.6315  0.15
109 H -3.5015 -5.5989 -1.8318  0.17
110 H -0.7434 -2.5296 -2.6249  0.14
111 H -2.5440 -0.8712 -2.3793  0.10
112 H -0.9634 -5.6277 -1.1844  0.11
113 H 0.0461 -4.6029 -2.2449  0.10
114 H -1.1004 -5.8837 -2.9151  0.13
115 C 1.7962 3.3301 8.4846  0.06
116 N 0.8840 2.7643 7.4903  -0.06
117 C 0.8361 1.4425 7.2624  0.04
118 C 0.1258 0.8701 6.2384  0.05
119 C -0.5757 1.7242 5.3740  -0.12
120 C -0.5565 3.1010 5.6458  0.06
121 C 0.1828 3.6006 6.7092  0.05
122 C -1.3792 1.1569 4.2425  -0.11
123 C -2.0772 -0.0264 4.4279  0.07
124 C -2.7364 -0.5773 3.3371  0.04
125 N -2.7648 0.0483 2.1510  -0.06
126 C -2.2297 1.2860 1.9584  0.03
127 C -1.5381 1.8426 3.0207  0.05
128 C -3.4143 -0.6797 1.0263  0.02
129 H 1.2839 4.1875 8.9164  0.13
130 H 2.7638 3.5395 8.0308  0.13
131 H 1.9943 2.6341 9.2995  0.13
132 H 1.4538 0.8922 7.9611  0.17
133 H 0.1350 -0.1862 6.0151  0.13
134 H -1.2166 3.6934 5.0280  0.13
135 H 0.2495 4.6692 6.8617  0.17
136 H -2.0404 -0.5513 5.3724  0.15
137 H -3.2080 -1.5490 3.3872  0.16
138 H -2.2909 1.7418 0.9825  0.13
139 H -1.0953 2.8255 2.9456  0.12
140 H -3.4566 -0.0240 0.1593  0.08
141 H -4.4590 -0.8994 1.2442  0.11
142 H -2.8857 -1.5939 0.7688  0.10

Total charge: +9
ΔE to the lowest compared entry with this formula, charge and spin: 9.744 eV
Orbital gap: 7.8617 eV